C6H7O4S | the ωB97M-V functional and the def2-TZVPD basis

## Properties
F_max, eV Å⁻¹: 11.03
HOMO-LUMO gap (alpha / beta), eV: 5.104 / 6.371
<S²>: 2.0074

Geometry as ORCA input:
```
! wB97M-V def2-TZVPD RIJCOSX def2/J DEFGRID3
* xyz -1 3
C 2.74 1.69 -0.29
C 1.59 1.93 0.50
C 2.38 0.74 -1.19
C 0.63 1.09 0.03
C -2.30 -1.65 -0.39
C -2.68 -0.71 0.44
O -2.42 1.78 -0.02
O -3.87 0.51 -1.55
O -4.62 1.00 0.73
O 1.10 0.37 -1.00
S -3.49 0.78 -0.17
H 3.70 2.17 -0.21
H 1.50 2.63 1.31
H 2.92 0.26 -1.98
H -0.42 1.01 0.26
H -1.77 -2.55 -0.09
H -2.52 -1.53 -1.44
H -2.51 -0.72 1.51
*
```


C4H5F3I2 | the ωB97M-V functional and the def2-TZVPD basis

## Properties
F_max, eV Å⁻¹: 4.18
HOMO-LUMO gap, eV: 9.617

Geometry as ORCA input:
```
! wB97M-V def2-TZVPD RIJCOSX def2/J DEFGRID3
* xyz 0 1
C 0.28 -0.50 0.19
C -0.76 0.61 -0.33
C -1.94 0.90 0.64
C -2.84 -0.78 1.26
F -1.59 1.47 1.83
F -3.80 -0.47 2.08
F -1.93 -1.46 1.93
I -3.29 2.26 -0.34
I -3.46 -1.96 -0.45
H -0.04 -1.39 0.73
H 0.96 -0.03 0.97
H 0.96 -0.89 -0.62
H -0.21 1.56 -0.36
H -1.31 0.28 -1.36
*
```


C5H6O | the ωB97M-V functional and the def2-TZVPD basis

## Properties
Structure (SMILES): C#CCC(C)=O
F_max, eV Å⁻¹: 1.12
HOMO-LUMO gap, eV: 10.261

Geometry as ORCA input:
```
! wB97M-V def2-TZVPD RIJCOSX def2/J DEFGRID3
* xyz 0 1
C -0.64 1.51 1.09
C -1.28 0.68 0.49
C -1.23 -0.38 -0.51
C 0.29 0.01 -0.73
C 1.25 -0.73 0.17
O 0.61 0.82 -1.57
H -0.14 2.30 1.58
H -1.46 -1.38 -0.10
H -1.82 -0.21 -1.42
H 1.58 -1.56 -0.46
H 0.77 -1.11 1.07
H 2.14 -0.15 0.45
*
```


C9H15NO2 | the ωB97M-V functional and the def2-TZVPD basis

## Properties
F_max, eV Å⁻¹: 4.35
HOMO-LUMO gap (alpha / beta), eV: 9.017 / 5.837

Geometry as ORCA input:
```
! wB97M-V def2-TZVPD RIJCOSX def2/J DEFGRID3
* xyz 0 1
C -0.51 -0.84 -0.29
C 0.31 -0.26 1.01
C 1.16 0.87 1.14
C -1.59 -0.11 -0.74
C 1.31 1.85 -0.01
C 1.77 1.12 2.45
C -2.09 1.09 0.01
C -2.12 -0.31 -2.14
C 1.21 -2.63 -0.33
N 0.08 -1.91 -0.89
O 0.02 -0.95 1.99
O -0.43 -2.47 -1.86
H 0.92 2.88 0.20
H 0.87 1.68 -0.93
H 2.40 2.11 -0.20
H 0.91 0.93 3.26
H 2.06 2.11 2.42
H 2.58 0.46 2.60
H -1.19 1.58 0.62
H -2.73 0.70 0.85
H -2.65 1.65 -0.69
H -1.34 -0.62 -2.89
H -2.52 0.68 -2.47
H -2.85 -1.10 -2.44
H 1.52 -3.21 -1.14
H 2.04 -1.97 0.10
H 0.88 -3.28 0.36
*
```